Entry i
Below is a 2-piece molecular cluster, C4H10N overall, with properties calculated with ωB97M-V/def2-TZVPD.

Each atom is followed by the atoms it is bonded to, with distances in Å.
CARTESIAN COORDINATES (ANGSTROEM)
1 C 2.535 0.266 -0.268  C2 1.346, H3 1.079, H4 1.083
2 C 2.339 -0.554 0.782  C1 1.346, H5 1.083, H6 1.084
3 H 2.759 1.313 -0.132  C1 1.079
4 H 2.600 -0.263 -1.210  C1 1.083
5 H 1.946 -0.165 1.714  C2 1.083
6 H 2.558 -1.615 0.760  C2 1.084
7 C -2.292 1.081 -0.008  N9 1.509, H10 1.088, H11 1.086, H12 1.081
8 C -0.927 -0.815 -0.721  N9 1.267, H13 1.091, H14 1.086
9 N -1.436 -0.140 0.223  C7 1.509, C8 1.267, H15 1.009
10 H -1.684 1.844 -0.488  C7 1.088
11 H -3.032 0.727 -0.719  C7 1.086
12 H -2.717 1.382 0.939  C7 1.081
13 H -0.750 -0.363 -1.698  C8 1.091
14 H -0.332 -1.709 -0.557  C8 1.086
15 H -1.077 -0.229 1.162  N9 1.009

The lowest unoccupied orbital energy comes out at -5.64 eV. The net charge is +1. As for the spin multiplicity: 1.

=====

Entry ii
Below is a 2-piece molecular cluster, C4H10N overall, with properties calculated with ωB97M-V/def2-TZVPD.

Each atom is followed by the atoms it is bonded to, with distances in Å.
CARTESIAN COORDINATES (ANGSTROEM)
1 C -2.289 -0.653 0.339  C2 1.335, H3 1.085, H4 1.083
2 C -1.441 -1.068 1.283  C1 1.335, H5 1.085, H6 1.082
3 H -2.179 -0.984 -0.688  C1 1.085
4 H -3.055 0.084 0.547  C1 1.083
5 H -0.818 -1.943 1.129  C2 1.085
6 H -1.409 -0.594 2.256  C2 1.082
7 C 1.780 0.560 -0.737  C8 1.313, N9 1.491, H10 1.080
8 C 1.904 1.392 0.271  C7 1.313, H11 1.083, H12 1.084
9 N 0.452 -0.009 -1.103  C7 1.491, H13 1.046, H14 1.020, H15 1.018
10 H 2.610 0.175 -1.310  C7 1.080
11 H 2.886 1.639 0.654  C8 1.083
12 H 1.098 1.891 0.795  C8 1.084
13 H -0.069 -0.065 -0.198  N9 1.046
14 H -0.051 0.538 -1.802  N9 1.020
15 H 0.581 -0.963 -1.435  N9 1.018

The lowest unoccupied orbital energy comes out at -3.51 eV. The net charge is +1. As for the spin multiplicity: 1.

=====

Entry iii
Below is a 2-piece molecular cluster, C4H10N overall, with properties calculated with ωB97M-V/def2-TZVPD.

Each atom is followed by the atoms it is bonded to, with distances in Å.
CARTESIAN COORDINATES (ANGSTROEM)
1 C -0.432 0.385 1.931  C2 1.341, H5 1.091, H6 1.081
2 C -0.979 -0.366 0.963  C1 1.341, C3 1.459, H7 1.092
3 C -1.129 0.024 -0.434  C2 1.459, C4 1.335, H8 1.100
4 C -1.102 -0.814 -1.473  C3 1.335, H9 1.082, H10 1.087
5 H -0.181 1.421 1.697  C1 1.091
6 H -0.285 0.063 2.952  C1 1.081
7 H -1.221 -1.411 1.170  C2 1.092
8 H -1.128 1.102 -0.655  C3 1.100
9 H -0.982 -0.458 -2.488  C4 1.082
10 H -1.221 -1.888 -1.357  C4 1.087
11 N 1.756 0.374 -0.458  H12 1.022, H13 1.019, H14 1.037, H15 1.026
12 H 1.680 1.349 -0.755  N11 1.022
13 H 2.731 0.081 -0.479  N11 1.019
14 H 1.320 0.316 0.482  N11 1.037
15 H 1.173 -0.179 -1.096  N11 1.026

The lowest unoccupied orbital energy comes out at -3.97 eV. The net charge is +1. As for the spin multiplicity: 1.

=====

Entry iv
Below is a 2-piece molecular cluster, C4H10N overall, with properties calculated with ωB97M-V/def2-TZVPD.

Each atom is followed by the atoms it is bonded to, with distances in Å.
CARTESIAN COORDINATES (ANGSTROEM)
1 C -2.730 1.138 1.559  N2 1.303, H3 1.141, H4 1.149
2 N -1.817 0.254 1.846  C1 1.303, H5 1.031, H6 1.003
3 H -3.042 1.135 0.462  C1 1.141
4 H -3.024 1.863 2.400  C1 1.149
5 H -1.347 0.224 2.763  N2 1.031
6 H -1.246 -0.170 1.139  N2 1.003
7 C 1.310 -0.751 -2.404  C8 1.459, H10 1.129, H11 1.068, H12 1.212
8 C 1.166 -0.437 -0.987  C7 1.459, C9 1.409, H13 1.095
9 C 2.192 -0.178 -0.057  C8 1.409, H14 1.128, H15 1.070
10 H 2.258 -1.291 -2.693  C7 1.129
11 H 0.504 -1.187 -2.953  C7 1.068
12 H 1.553 0.266 -3.016  C7 1.212
13 H 0.268 -0.839 -0.507  C8 1.095
14 H 1.948 -0.502 0.996  C9 1.128
15 H 3.223 0.084 -0.179  C9 1.070

The lowest unoccupied orbital energy comes out at -6.21 eV. The net charge is +1. As for the spin multiplicity: 1.

=====

Looking at the structures above, entry iii is most stable, and the difference to the next one is 14.8 kcal/mol.